{"formula": "C26H29AsCoN2O9P2S4", "method": "ωB97M-V with the def2-TZVPD basis set", "energy_ev": -209236.428, "largest_force_ha_per_bohr": 0.0140, "de_lowest_ev": 0.324, "spin_multiplicity": 4, "total_charge": -2, "s2": 3.76, "gap_ev": [5.5, 5.5], "elements": ["Co", "O", "C", "S", "C", "C", "S", "S", "S", "N", "C", "C", "C", "O", "O", "H", "H", "H", "H", "H", "H", "N", "C", "C", "P", "O", "O", "O", "P", "O", "O", "O", "H", "H", "H", "H", "H", "H", "H", "H", "C", "C", "C", "C", "C", "C", "As", "C", "C", "C", "C", "C", "C", "C", "C", "C", "C", "C", "C", "H", "H", "H", "H", "H", "H", "H", "H", "H", "H", "H", "H", "H", "H", "H"], "coordinates": [[-0.67436, 1.70933, 0.08063], [-6.00188, 0.78053, -4.38513], [-5.07411, 0.86754, -3.60490], [-3.37909, 0.85451, -4.07368], [-2.68147, 1.00565, -2.46303], [-3.55420, 1.09393, -1.44044], [-3.10660, 1.21425, 0.22229], [-5.26451, 1.03922, -1.86303], [-0.95331, 0.94971, -2.29823], [-1.07483, 1.16141, 2.44766], [-0.86391, 1.93132, 3.68539], [0.59502, 1.97611, 4.12479], [1.50497, 2.86486, 3.29545], [2.64465, 3.10452, 3.65388], [0.92436, 3.32571, 2.22407], [-2.07241, 1.07183, 2.28845], [-0.71200, 0.22173, 2.56813], [-1.44029, 1.48851, 4.50727], [-1.22922, 2.94540, 3.52163], [1.00700, 0.96256, 4.10821], [0.67740, 2.33780, 5.14933], [2.44351, 4.22663, 0.22781], [2.09079, 3.74540, -1.12319], [2.99724, 4.32563, -2.21422], [2.23795, 1.91074, -1.15990], [3.79383, 1.79562, -0.59441], [2.22184, 1.35779, -2.53642], [1.36891, 1.27737, -0.08632], [0.36351, 4.39708, -1.39352], [0.04138, 4.02803, -2.92034], [0.46536, 5.87254, -1.24837], [-0.58673, 3.66468, -0.45747], [3.40986, 4.00688, 0.44676], [1.56026, 3.81871, 1.61932], [2.30029, 5.23287, 0.24680], [4.04858, 4.14085, -1.97768], [2.81937, 5.39940, -2.30618], [2.76276, 3.85196, -3.16709], [4.19128, 1.10692, -1.14767], [-0.20736, 3.07348, -2.98662], [2.65763, -3.60503, -3.02420], [2.74224, -3.88144, -1.66803], [1.89841, -3.24186, -0.76968], [0.94531, -2.32015, -1.20513], [0.90019, -2.02146, -2.56718], [1.74031, -2.66343, -3.46593], [-0.23510, -1.36210, 0.05663], [-1.94015, -2.26124, -0.33979], [-2.78097, -2.70776, 0.67807], [-4.05091, -3.18964, 0.39540], [-4.51932, -3.19834, -0.91087], [-3.70738, -2.71695, -1.92788], [-2.42985, -2.25769, -1.64417], [0.30217, -2.41315, 1.65694], [-0.00340, -3.75027, 1.90872], [0.42367, -4.36970, 3.07429], [1.16897, -3.66139, 4.01074], [1.50078, -2.33726, 3.76422], [1.07325, -1.72445, 2.59207], [3.31531, -4.10453, -3.72667], [3.47171, -4.59491, -1.30070], [1.99809, -3.46482, 0.28343], [0.24165, -1.24147, -2.92474], [1.68756, -2.40534, -4.51682], [-2.44989, -2.66379, 1.70847], [-4.68427, -3.54290, 1.20183], [-5.51821, -3.55627, -1.13077], [-4.07821, -2.67415, -2.94527], [-1.82030, -1.85752, -2.44451], [-0.57723, -4.31075, 1.17982], [0.18106, -5.41144, 3.25348], [1.49695, -4.14361, 4.92437], [2.09361, -1.78416, 4.48365], [1.36253, -0.70006, 2.37020]], "lowdin_charge": [0.359, -0.129, -1.070, 0.928, -1.120, -1.161, 0.519, 0.913, 0.591, -0.023, -0.244, -0.094, -0.563, 0.050, 0.076, -0.029, 0.038, 0.105, 0.120, 0.105, 0.116, 0.011, -0.578, -0.112, 0.319, -0.185, -0.335, -0.438, 0.292, -0.177, -0.330, -0.386, 0.087, 0.075, 0.086, 0.068, 0.069, 0.068, 0.057, -0.016, -0.116, -0.110, -0.109, -0.324, -0.121, -0.085, 1.356, -0.366, -0.136, -0.103, -0.105, -0.085, -0.114, -0.395, -0.130, -0.098, -0.111, -0.095, -0.131, 0.088, 0.090, 0.081, 0.025, 0.100, 0.091, 0.092, 0.092, 0.103, 0.072, 0.106, 0.094, 0.090, 0.098, 0.091]}